C32H30ClEuN3O5SSe2 as an isolated structure in a non-equilibrium geometry, computed with ωB97M-V/def2-TZVPD.

Output
<S²> = 15.7602
Spin multiplicity = 8
Kohn-Sham gap (spin up / spin down) = 6.80 / 7.22 eV
HOMO level (spin up / spin down) = -6.957 / -7.375 eV

Last column: Mulliken charge in e.
Positions of all 75 atoms, in Å:
Eu (1.21701, -0.87742, -0.33222)  0.658
S (1.08616, 4.60740, 1.63484)  -0.333
C (0.90087, 4.18429, -0.07403)  -0.462
C (0.72859, 2.67569, -0.45671)  -0.911
C (0.91808, 1.56341, 0.55219)  -0.175
C (0.00107, 1.53753, 1.54515)  0.334
C (0.00757, 0.38703, 2.44521)  0.877
C (-0.65776, 0.38693, 3.69474)  -0.874
C (-0.32022, -0.64097, 4.62383)  -0.627
C (0.45717, -1.71294, 4.26218)  -0.733
C (1.02253, -1.69731, 3.01116)  -0.358
N (0.73906, -0.71497, 2.17727)  0.473
H (1.69812, 4.53956, -0.63083)  0.655
H (1.32151, 2.52617, -1.34799)  1.015
H (-1.16816, 1.25889, 3.99448)  0.528
H (-1.00405, -0.68582, 5.51848)  0.301
H (0.58158, -2.60627, 4.84619)  0.423
H (1.55248, -2.57263, 2.54930)  0.295
C (4.19549, 1.43499, 2.01708)  -0.668
Se (3.93690, 0.56561, 0.26307)  0.251
C (5.54365, -0.61969, 0.12053)  -0.791
C (5.61273, -1.37807, -1.23567)  -1.041
Se (3.95863, -2.12151, -1.81728)  0.035
C (4.09048, -3.56897, -0.51792)  -0.752
H (4.44984, 0.58800, 2.69737)  0.319
H (3.19114, 1.85871, 2.15776)  0.072
H (5.04404, 2.16466, 1.90672)  0.345
H (5.47976, -1.25257, 1.03108)  0.375
H (6.39771, -0.00492, 0.21146)  0.437
H (6.35634, -2.15407, -1.24007)  0.460
H (5.95030, -0.68888, -1.92221)  0.504
H (4.78165, -4.30051, -0.95730)  0.305
H (3.12329, -3.92270, -0.29213)  0.317
H (4.59795, -3.05995, 0.40046)  0.156
O (-3.89014, -0.58646, -4.40781)  -0.584
C (-3.84120, 0.59992, -3.85386)  0.195
O (-4.82995, 1.30708, -3.75015)  -0.653
C (-2.57929, 0.99433, -3.18620)  0.171
C (-2.33595, 2.21178, -2.69175)  0.765
Cl (-3.22095, 3.67724, -2.79244)  -0.166
N (-1.17332, 2.19692, -2.02371)  0.506
N (-0.63113, 0.99554, -2.06333)  -0.447
C (-1.41366, 0.19296, -2.79934)  -0.107
C (-1.06684, -1.20623, -3.07076)  0.792
O (-1.79928, -1.90715, -3.76612)  -0.843
O (-0.05627, -1.59123, -2.41028)  -0.530
C (-0.77623, 2.92954, -0.87596)  -0.815
C (-1.73263, 2.96161, 0.35842)  -0.471
C (-1.06754, 2.63373, 1.67942)  -1.306
C (-0.60777, 4.10639, 1.88321)  -0.206
C (-1.40194, 4.44756, 0.59762)  -0.495
C (-0.52365, 4.50588, -0.63649)  -0.583
H (-3.02776, -1.10519, -4.28194)  0.393
H (-2.75173, 2.53082, 0.21899)  0.540
H (-1.82522, 2.44398, 2.41282)  1.189
H (-1.03053, 4.42223, 2.84266)  0.479
H (-2.25423, 5.14621, 0.60343)  0.339
H (-0.57050, 5.27977, -1.41029)  0.308
C (-0.98102, -4.69329, -1.21893)  -1.569
C (-0.89315, -3.51185, -0.38741)  0.870
O (0.12562, -3.20998, 0.28021)  -0.654
C (-2.12194, -2.59780, -0.23605)  0.380
C (-2.10979, -1.57941, 0.74269)  -0.054
C (-3.17125, -0.68618, 0.78690)  -0.383
C (-4.16265, -0.71022, -0.14564)  -0.547
C (-4.20813, -1.71388, -1.13798)  -0.700
C (-3.23129, -2.69458, -1.10876)  -0.441
H (0.04003, -5.08398, -1.48184)  0.279
H (-1.47494, -4.39381, -2.08555)  0.433
H (-1.51588, -5.46555, -0.69074)  0.405
H (-1.27193, -1.46116, 1.45332)  0.663
H (-3.18360, 0.13321, 1.53798)  0.366
H (-4.85996, 0.07866, -0.06122)  0.468
H (-5.07430, -1.79346, -1.82145)  0.335
H (-3.28960, -3.50270, -1.83788)  0.266

C32H31AuN2O3S3Sb2 as an isolated structure, computed with ωB97M-V/def2-TZVPD.

Output
<S²> = 2.0083
Spin multiplicity = 3
Kohn-Sham gap (spin up / spin down) = 8.49 / 5.77 eV
HOMO level (spin up / spin down) = -8.094 / -8.162 eV

Last column: Mulliken charge in e.
Positions of all 74 atoms, in Å:
Au (0.05837, -0.94809, 3.16855)  0.249
C (-2.27391, 1.40988, 1.51802)  -0.890
C (-2.61671, 0.55210, 0.29892)  0.285
C (-2.84394, -0.92712, 0.64437)  -1.587
Sb (-1.09241, -1.98969, 1.20187)  1.386
C (-0.02711, -2.14962, -0.60853)  0.569
C (-0.60144, -1.77362, -1.81857)  -0.232
C (0.11660, -1.91333, -2.99756)  -0.659
C (1.39835, -2.44560, -2.97234)  -0.595
C (1.96951, -2.82835, -1.76776)  -0.697
C (1.26568, -2.66595, -0.58350)  -0.628
C (-1.83166, -3.96184, 1.38012)  0.536
C (-0.92647, -5.00746, 1.54781)  -0.766
C (-1.38171, -6.31240, 1.65751)  -0.564
C (-2.74350, -6.57829, 1.60863)  -0.492
C (-3.64805, -5.54033, 1.44733)  -0.613
C (-3.19466, -4.23203, 1.33423)  -0.236
Sb (-1.37941, 3.35661, 1.13457)  0.706
C (-2.93378, 3.93495, -0.25236)  -0.054
C (-3.05438, 3.45190, -1.55562)  0.048
C (-4.12961, 3.81698, -2.35444)  -0.658
C (-5.10770, 4.67158, -1.86319)  -0.414
C (-5.00320, 5.16024, -0.57035)  -0.534
C (-3.92226, 4.79556, 0.22329)  -0.615
C (0.05863, 2.77669, -0.34597)  -0.448
C (0.90769, 1.69013, -0.14720)  0.240
C (1.89032, 1.38099, -1.07805)  -0.408
C (2.04041, 2.15429, -2.21895)  -0.891
C (1.21447, 3.24997, -2.42030)  -0.557
C (0.23602, 3.56080, -1.48669)  -0.521
H (-1.58607, 0.89051, 2.19379)  -0.107
H (-3.16926, 1.64608, 2.09645)  0.476
H (-1.83569, 0.65111, -0.46107)  -0.112
H (-3.53763, 0.91529, -0.16221)  0.471
H (-3.28353, -1.46906, -0.19614)  0.614
H (-3.52505, -1.02110, 1.49332)  0.493
H (-1.60606, -1.37148, -1.85631)  0.247
H (-0.32778, -1.60937, -3.93650)  0.436
H (1.95318, -2.55978, -3.89479)  0.401
H (2.97030, -3.23817, -1.74050)  0.399
H (1.74015, -2.93006, 0.35551)  0.385
H (0.13908, -4.81079, 1.59094)  0.282
H (-0.67393, -7.12110, 1.78451)  0.385
H (-3.09912, -7.59616, 1.70043)  0.373
H (-4.70995, -5.74588, 1.40910)  0.386
H (-3.91308, -3.43173, 1.20848)  0.330
H (-2.30364, 2.78448, -1.96152)  0.417
H (-4.20318, 3.43446, -3.36514)  0.381
H (-5.94394, 4.95852, -2.48780)  0.371
H (-5.75813, 5.83102, -0.18005)  0.393
H (-3.85175, 5.19293, 1.23047)  0.334
H (0.82745, 1.09205, 0.75384)  0.369
H (2.53559, 0.53325, -0.90819)  0.608
H (2.80434, 1.90734, -2.94616)  0.429
H (1.33312, 3.86642, -3.30303)  0.397
H (-0.39545, 4.42591, -1.65491)  0.526
C (5.90107, -0.98674, -1.73971)  -1.368
C (5.48345, -0.22902, -0.51449)  1.104
C (5.94208, 1.06263, -0.27722)  -0.632
C (5.49999, 1.68069, 0.87303)  -0.452
N (4.67036, 1.08984, 1.72730)  -0.342
C (4.28568, -0.14580, 1.41735)  0.361
S (3.17774, -0.98209, 2.49826)  -0.221
N (4.65608, -0.83459, 0.33431)  -0.421
H (6.98803, -1.05499, -1.79816)  0.429
H (5.55624, -0.47253, -2.63850)  0.283
H (5.48168, -1.98861, -1.71758)  0.283
H (6.61447, 1.55788, -0.96346)  0.421
H (5.81629, 2.68494, 1.13205)  0.429
O (1.13459, 2.32451, 5.69821)  -0.583
S (1.18601, 1.39875, 4.61040)  1.042
O (0.79355, 0.00163, 4.98798)  -0.700
O (0.57960, 1.79883, 3.35462)  -0.316
S (3.20900, 1.18095, 4.12921)  0.037

C32H31Cl2F3N4O7SSc as an isolated structure in a non-equilibrium geometry, computed with ωB97M-V/def2-TZVPD.

Output
Kohn-Sham gap = 5.93 eV
HOMO level = -9.766 eV
Charge = +1

Last column: Mulliken charge in e.
Positions of all 81 atoms, in Å:
Sc (1.55317, -0.04320, -0.17731)  -0.982
C (-1.96888, 3.24544, 5.19201)  -1.625
C (-1.43602, 2.78048, 3.86535)  0.350
C (-2.16387, 2.86307, 2.70909)  -1.322
C (-1.66859, 2.41567, 1.45366)  1.047
C (-2.46463, 2.75157, 0.35913)  -0.676
N (-1.85960, 1.53779, -2.12875)  -0.111
C (-2.36874, 0.34905, -2.79363)  -0.171
C (-3.68353, -0.23293, -2.27881)  -0.764
C (-3.70398, -0.43118, -0.76466)  -0.908
N (-2.55646, -1.21203, -0.31978)  0.445
C (-2.56808, -2.49410, -0.12393)  -0.204
C (-1.44455, -3.26062, 0.26265)  0.621
C (-1.59511, -4.65925, 0.36618)  -0.630
C (-0.54923, -5.48242, 0.70006)  0.010
C (-0.69127, -6.97584, 0.79666)  -1.770
C (0.68451, -4.86144, 0.94166)  -0.713
C (0.89094, -3.49613, 0.85627)  1.087
C (2.22448, -2.98940, 1.13447)  -0.682
N (2.62266, -1.78581, 1.01856)  0.426
C (4.04044, -1.56987, 1.37538)  -1.355
C (4.53710, -0.21293, 0.91709)  -0.332
C (3.93727, 0.93012, 1.71635)  -1.108
N (2.47574, 0.94937, 1.60648)  0.699
C (1.81671, 1.46797, 2.56437)  -0.511
C (0.40047, 1.78446, 2.56751)  0.775
C (-0.13286, 2.27246, 3.74585)  -0.777
C (-0.38357, 1.77836, 1.37000)  0.695
O (0.03245, 1.28714, 0.27510)  0.853
C (-0.18459, -2.63528, 0.50928)  -0.243
O (-0.05839, -1.35630, 0.44891)  -0.187
H (-2.83421, 3.89282, 5.06002)  0.386
H (-1.21360, 3.80295, 5.74642)  0.386
H (-2.27595, 2.40110, 5.81191)  0.306
H (-3.14957, 3.31188, 2.71347)  0.481
H (-3.68056, 2.49164, -1.36509)  0.629
H (-2.68771, 4.22163, -1.83893)  0.219
H (-1.57264, -0.38436, -2.67820)  -0.121
H (-2.44653, 0.58354, -3.85596)  0.475
H (-3.80077, -1.20529, -2.76359)  0.448
H (-4.54961, 0.36684, -2.56939)  0.321
H (-4.62249, -0.93784, -0.46832)  0.503
H (-3.67334, 0.51238, -0.21505)  0.193
H (-1.64022, -0.76290, -0.18160)  -0.151
H (-3.51603, -3.00251, -0.28436)  0.508
H (-2.57256, -5.08704, 0.16742)  0.407
H (-1.73311, -7.27745, 0.70242)  0.382
H (-0.32012, -7.34542, 1.75301)  0.383
H (-0.12589, -7.47497, 0.00832)  0.347
H (1.53146, -5.48574, 1.21151)  0.497
H (2.93414, -3.74921, 1.47729)  0.392
H (4.64599, -2.36200, 0.93058)  0.587
H (4.13878, -1.64599, 2.46307)  0.372
H (4.33870, -0.07811, -0.15142)  0.149
H (5.62221, -0.17776, 1.02235)  0.630
H (4.30510, 1.87956, 1.32185)  0.265
H (4.23258, 0.86234, 2.76906)  0.532
H (2.35565, 1.77112, 3.46738)  0.312
H (0.50588, 2.27880, 4.62466)  0.479
Cl (-0.98476, 5.91972, -4.17022)  -0.204
C (-0.06109, 4.96655, -3.07795)  -0.161
C (-0.44036, 4.88825, -1.62840)  0.576
C (-1.57522, 3.92197, -1.45669)  -0.586
Cl (-2.33765, 2.64737, -1.27385)  -0.290
C (0.76689, 4.03138, -1.02380)  0.228
O (1.00917, 4.01059, 0.15546)  -0.668
C (1.37606, 3.39490, -2.18986)  0.509
C (2.11681, 2.24457, -2.22618)  -0.341
O (2.41630, 1.48874, -1.23081)  -0.467
C (0.91368, 4.10756, -3.37328)  -0.979
H (-0.59952, 5.82095, -1.09547)  0.559
H (2.45642, 1.90961, -3.21351)  0.491
H (1.29118, 3.92353, -4.36959)  0.513
F (-0.07752, -3.17393, -2.84415)  -0.219
C (1.24424, -3.03407, -3.01322)  0.639
F (1.85908, -3.81609, -2.12611)  -0.216
F (1.56131, -3.43375, -4.23169)  -0.218
S (1.73010, -1.24592, -2.76061)  1.658
O (2.73419, -1.29053, -1.68639)  -0.587
O (2.14078, -0.77535, -4.03693)  -0.715
O (0.53036, -0.62026, -2.17079)  -0.775

C32H31Cl2F5IrN5O3S2Se as an isolated structure, computed with ωB97M-V/def2-TZVPD.

Output
<S²> = 0.7755
Spin multiplicity = 2
Kohn-Sham gap (spin up / spin down) = 5.89 / 4.91 eV
HOMO level (spin up / spin down) = -3.843 / -3.843 eV
Charge = -1

Last column: Mulliken charge in e.
Positions of all 82 atoms, in Å:
Ir (0.53480, 0.37112, -0.12762)  2.696
N (-1.23229, -0.60983, -0.18780)  -0.073
C (-1.93996, -0.40297, 1.08517)  -0.080
C (-1.01479, -0.71017, 2.23253)  -0.600
N (0.27264, 0.03812, 2.07589)  -0.629
C (0.53595, 0.97351, 3.20469)  -0.690
C (0.50107, 2.45615, 2.86726)  -0.635
N (1.63401, 2.94685, 2.10153)  -0.230
H (-1.78480, -0.21160, -0.94411)  0.435
H (-1.00119, -1.61228, -0.34791)  -0.427
H (-2.85479, -0.99701, 1.13263)  0.528
H (-2.21199, 0.65348, 1.09744)  -0.121
H (-0.77261, -1.77318, 2.25400)  0.169
H (-1.51487, -0.43331, 3.16141)  0.474
H (1.00487, -0.67269, 2.09791)  0.307
H (1.50941, 0.73635, 3.64015)  0.446
H (-0.21066, 0.77322, 3.97605)  0.299
H (0.47382, 3.00459, 3.81334)  0.528
H (-0.42550, 2.69896, 2.33845)  0.010
H (2.49649, 2.67884, 2.56378)  0.276
H (1.64932, 2.51220, 1.18641)  -0.379
C (-1.49309, -9.18771, -0.26194)  -1.448
C (-1.04192, -7.76116, -0.08242)  0.755
C (-1.81194, -6.69673, -0.52612)  -1.095
C (-1.40217, -5.37512, -0.37498)  0.923
C (-2.29446, -4.28032, -0.88840)  -1.367
C (-0.17425, -5.08015, 0.24794)  0.358
Se (0.39059, -3.26532, 0.44661)  -0.584
C (0.61740, -6.15529, 0.69734)  0.777
C (1.95741, -5.95783, 1.35930)  -1.633
C (0.16871, -7.46133, 0.52544)  -0.769
H (-2.48491, -9.22913, -0.71514)  0.325
H (-1.54053, -9.71752, 0.69293)  0.324
H (-0.81001, -9.74576, -0.90770)  0.310
H (-2.76368, -6.89666, -1.01190)  0.193
H (-3.17252, -4.69677, -1.38663)  0.361
H (-1.75589, -3.63724, -1.58862)  0.250
H (-2.62536, -3.63513, -0.06836)  0.154
H (2.17439, -4.90350, 1.50200)  0.201
H (2.75282, -6.38755, 0.74510)  0.323
H (1.98187, -6.46048, 2.33026)  0.352
H (0.79940, -8.27404, 0.88012)  0.378
O (5.23815, -1.56455, -2.94492)  -0.660
S (5.33941, -1.46362, -1.51890)  1.217
O (6.23027, -2.34737, -0.82343)  -0.693
N (3.84476, -1.49890, -0.83279)  -0.332
C (3.55014, -0.35843, -0.30384)  -0.384
O (2.44818, -0.12571, 0.34167)  -0.564
C (4.60648, 0.70420, -0.39362)  0.501
C (4.61999, 1.98961, 0.11368)  0.385
C (5.75479, 2.76776, -0.08796)  -1.025
C (6.85564, 2.26082, -0.77014)  -0.426
C (6.84697, 0.96203, -1.26821)  -0.650
C (5.70774, 0.21400, -1.06622)  -0.369
H (3.76478, 2.38156, 0.64017)  0.687
H (5.77970, 3.78211, 0.28985)  0.424
H (7.73186, 2.88195, -0.90733)  0.384
H (7.70073, 0.55219, -1.79138)  0.427
Cl (1.93091, 3.18093, -1.24329)  -0.104
C (0.44345, 3.91200, -0.73385)  0.794
C (0.41291, 5.28935, -0.65327)  -0.765
C (-0.75402, 5.93697, -0.28215)  -0.579
C (-1.89345, 5.18882, -0.02109)  -0.477
C (-1.85631, 3.81572, -0.13431)  0.864
Cl (-3.33111, 2.94483, 0.16738)  -0.246
C (-0.68180, 3.08590, -0.47034)  -1.365
N (-0.77916, 1.74566, -0.61960)  0.047
H (1.31433, 5.84346, -0.87640)  0.450
H (-0.78019, 7.01542, -0.20511)  0.389
H (-2.82274, 5.66576, 0.25900)  0.444
F (-1.39848, 4.13329, -5.68500)  -0.336
C (-0.86608, 3.16372, -4.93646)  0.635
C (0.50541, 3.04192, -4.83068)  0.356
F (1.29645, 3.90017, -5.48429)  -0.329
C (1.04889, 2.02980, -4.05802)  -0.261
F (2.37809, 1.94409, -4.01877)  -0.394
C (0.25610, 1.13121, -3.35228)  0.265
S (0.97325, -0.14469, -2.35222)  -0.359
C (-1.11822, 1.26556, -3.51131)  0.175
F (-1.96108, 0.41636, -2.91273)  -0.515
C (-1.68441, 2.26399, -4.28055)  0.343
F (-3.01251, 2.36902, -4.39695)  -0.347

What relative energy (zero: lowest compared OMol25 entry of this formula, charge and spin) values result from the calculations? In sequence: 72.6, 0.0, 418.7, 69.8 kcal per mole.